Record 1
24
Properties=species:S:1:pos:R:3:forces:R:3:nbo_charge:R:1 method="wB97M-V/def2-TZVPD" total_charge=+1 e_above_lowest_kcal_mol=58.0 gap_ev=10.6 lumo_energy_ev=-2.7
C -0.60002 0.01905 2.90924 -2.953 -2.752 0.085 -0.6561
C 0.61095 0.80860 2.50342 3.239 0.333 0.413 -0.4536
C 1.00118 0.73435 0.97342 -0.458 -0.440 1.416 -0.1599
C 0.90686 -0.48300 0.37806 -1.891 0.364 0.286 -0.1053
N 1.01356 -0.63157 -1.09332 -1.581 2.162 -1.267 -0.7566
H -0.46106 -1.13562 3.24890 -0.030 2.737 -1.126 0.2254
H -1.40446 0.05278 2.06556 1.623 -0.445 0.933 0.2131
H -1.28691 0.41620 3.70182 1.423 0.146 -0.134 0.2485
H 1.65692 0.53582 3.10780 -2.823 0.484 -1.350 0.2385
H 0.46112 1.87134 2.76024 0.032 -0.410 -0.244 0.2315
H 1.30758 1.78910 0.60041 -0.280 -2.403 -0.112 0.2498
H 0.34036 -1.42958 0.85612 1.786 2.440 -0.913 0.2502
H 1.60081 -1.39978 -1.35595 1.375 0.185 -0.282 0.4255
H 0.06122 -0.99718 -1.51725 0.577 1.120 1.079 0.4691
H 1.20998 0.35594 -1.63538 0.159 -3.440 1.779 0.4773
H 3.96399 0.41288 -1.56018 -1.197 0.110 -0.609 0.4963
H 3.56161 0.58809 -3.01383 -0.169 0.069 -0.069 0.4938
O 3.16082 0.45790 -2.14477 1.742 0.036 0.450 -0.9783
H -2.21868 -0.68086 -1.62218 -0.028 0.412 0.742 0.5279
H -1.64817 -1.49989 -2.67279 0.147 -0.829 -1.178 0.4920
O -1.38867 -1.15248 -1.83493 -0.614 0.017 0.116 -0.9647
H -3.69964 0.97173 -2.05186 -0.057 1.882 -1.542 0.4865
H -4.52456 0.13368 -1.13682 0.231 -0.213 0.091 0.5032
O -3.62483 0.26248 -1.46571 -0.254 -1.566 1.434 -0.9540

=====

Record 2
61
Properties=species:S:1:pos:R:3:forces:R:3:mulliken_charge:R:1 method="wB97M-V/def2-TZVPD" total_charge=+1 e_above_lowest_kcal_mol=101.9 gap_ev="5.3 / 6.9" lumo_energy_ev="-3.7 / -3.5" spin_multiplicity=2
Nb 1.12151 0.13483 0.62371 -2.422 1.266 -1.859 0.7314
C 2.91831 -0.00963 -1.70979 -0.851 0.796 -0.907 0.7160
C 3.11247 -0.99179 -0.75635 0.990 -0.090 1.177 -0.7360
C 3.30805 -0.33350 0.50946 0.820 0.045 -0.209 -0.8158
C 3.11719 1.08496 0.28485 1.347 0.564 0.456 -0.8359
C 2.81463 1.27162 -1.07005 0.339 -1.212 -0.689 -0.5080
H 2.88543 -0.15308 -2.79826 -0.338 -0.144 0.619 -0.0676
H 3.28852 -2.07119 -0.85611 -0.397 0.657 -0.306 0.5096
H 3.81629 -0.82320 1.33166 -0.292 0.246 0.095 0.8322
H 3.33639 1.94311 0.91760 -0.092 -0.565 0.276 0.6016
H 2.67878 2.20836 -1.61335 -0.186 -0.287 0.449 0.4387
C -4.87225 0.35110 -4.21253 0.132 -0.665 -0.892 -1.0454
C -3.83175 -0.29667 -3.28980 -0.783 1.406 0.637 -0.0529
O -3.88308 0.47976 -2.01674 0.188 -0.280 0.672 -0.1321
P -3.48206 0.35346 -0.48173 0.112 0.579 -1.144 0.2805
S -0.97767 0.45277 -1.12113 0.279 -0.401 0.571 -0.1275
S -0.12024 -1.39153 -0.71546 -0.542 -0.589 -0.028 -0.2222
O -3.89747 -1.11797 -0.09512 0.415 0.019 -0.362 -0.1959
C -3.67539 -1.72118 1.22499 -1.390 -0.028 -0.197 0.1455
C -4.89718 -1.54342 2.12907 -0.528 -1.589 -1.358 -1.1647
H -4.44529 0.21430 -5.24504 -0.786 0.078 0.756 0.3248
H -4.99437 1.44799 -4.07044 0.158 -0.885 0.179 0.3002
H -5.85089 -0.18825 -4.13448 0.792 0.734 -0.135 0.2957
H -2.84360 -0.15560 -3.70177 0.365 -0.101 0.200 0.2151
H -4.04729 -1.33212 -3.07377 0.058 -0.234 0.044 0.3234
H -2.80742 -1.25537 1.67994 0.425 -0.495 -0.089 -0.0482
H -3.63319 -2.77453 0.93460 0.827 0.200 0.548 0.2578
H -4.99227 -0.54668 2.49956 -0.374 0.688 0.057 0.3440
H -4.76386 -2.21573 2.97354 0.062 0.010 0.191 0.3917
H -5.81325 -1.94379 1.57385 1.076 0.947 0.800 0.2923
C 2.55499 -2.25689 3.78414 1.622 -0.983 0.714 -1.8043
C 1.88912 -0.91718 3.42682 1.105 -0.171 1.371 1.6017
C 1.43229 -0.25169 4.75722 1.332 1.022 0.228 -1.3807
C 0.83153 -1.09488 2.36928 -0.780 -0.342 -0.601 -0.7288
H 3.43246 -2.14917 4.52365 -1.137 0.196 -1.279 0.3624
H 2.92909 -2.86968 2.92971 -0.132 0.799 0.229 0.3712
H 1.92127 -2.97328 4.30679 -0.618 0.281 0.039 0.4630
H 2.73114 -0.30798 3.02746 -0.541 0.012 0.408 -0.1075
H 0.54124 -0.73479 5.21799 0.535 0.425 -0.434 0.3370
H 1.30544 0.87181 4.60421 -0.156 -1.645 0.375 0.1074
H 2.31482 -0.34625 5.48117 -1.340 0.102 -0.803 0.4445
H -0.19840 -0.75542 2.67250 0.701 -0.209 -0.132 -0.0466
H 0.72225 -2.15319 2.08555 -0.006 0.304 0.095 0.6550
N 4.00343 0.11648 -6.61093 0.276 0.683 0.009 -0.4269
C 3.25130 -0.55507 -5.71608 0.081 -0.169 -0.788 0.4766
N 1.91509 -0.32073 -5.70507 -0.003 1.877 -1.395 -0.4233
S 3.89362 -1.70846 -4.73788 0.471 -0.485 0.696 -0.4352
H 3.56315 0.77020 -7.26943 0.703 -0.439 0.572 0.2031
H 5.02681 0.07770 -6.46874 -1.224 0.115 -0.434 0.2346
H 1.45251 0.21462 -6.45156 0.624 -0.320 0.515 0.2056
H 1.38296 -1.07063 -5.38812 -0.911 -1.276 0.806 0.2418
C -0.78962 3.75671 1.34764 1.889 0.400 -0.697 -1.3631
C -0.31816 2.59521 2.06943 0.944 -2.113 -1.502 0.5557
C -0.51668 2.28527 3.47483 -1.254 1.140 -0.205 -1.0499
O 0.51837 1.72955 1.42966 -0.198 -0.125 0.767 -0.4883
H -0.22712 4.61250 1.78253 0.011 0.110 -0.978 0.3052
H -1.75083 3.94664 1.67187 -2.421 0.456 0.301 0.4540
H -0.74032 3.62741 0.23439 0.146 0.441 1.127 0.2557
H -1.33409 2.94431 3.83390 0.161 -0.847 0.106 0.4063
H 0.34989 2.62263 3.98906 0.985 0.043 0.945 0.2812
H -0.65660 1.21722 3.60712 -0.268 0.051 0.399 0.2443